# 1
This record from the OMol25 dataset describes a molecular structure, C30H68F6HgN3O17S7. The level of theory is ωB97M-V/def2-TZVPD.

XYZ file:
```
132
Properties=species:S:1:pos:R:3:forces:R:3
Hg 26.014 4.544 -24.006 0.120 -0.043 -0.918
C 23.876 5.294 -27.472 -0.094 -2.347 0.619
F 24.549 6.325 -27.155 1.216 2.304 0.594
F 22.789 5.637 -28.050 -2.433 0.678 -1.052
F 24.583 4.560 -28.286 0.893 -0.826 -0.899
S 23.503 4.350 -25.921 0.055 0.252 0.789
O 23.471 5.366 -24.924 1.252 1.451 1.246
O 22.276 3.647 -25.984 -0.393 -0.867 -0.725
N 24.886 3.457 -25.672 -2.102 0.374 -1.092
S 24.585 2.019 -26.391 1.968 -1.864 -0.124
O 24.328 0.975 -25.473 0.042 -0.371 1.234
O 23.745 2.089 -27.521 -0.836 0.852 -1.312
C 26.221 1.551 -27.164 0.818 1.072 0.089
F 26.991 0.945 -26.263 0.040 0.177 -0.149
F 26.008 0.733 -28.176 -0.085 0.080 0.083
F 26.893 2.655 -27.638 -0.777 -0.964 0.580
C 24.540 11.125 -25.655 -0.871 0.130 -0.267
S 23.877 10.782 -27.311 1.100 -0.069 -0.131
O 25.115 10.736 -28.143 -0.140 -0.037 -0.436
C 23.380 9.084 -26.986 -0.775 0.066 1.419
H 25.558 10.765 -25.543 -0.051 -0.492 -0.195
H 23.820 10.666 -24.977 0.287 0.341 0.455
H 24.592 12.207 -25.574 -0.268 0.059 0.230
H 23.151 8.482 -27.854 0.186 0.245 -0.382
H 22.460 9.180 -26.391 -0.032 -0.028 -0.261
H 24.067 8.583 -26.306 0.239 -0.054 -0.281
C 25.878 0.708 -21.654 -0.863 0.072 -0.784
S 27.295 1.655 -22.188 -0.083 -0.040 0.106
O 26.773 2.398 -23.410 0.269 0.727 -0.262
C 27.322 2.808 -20.801 -1.090 0.254 -0.646
H 26.072 0.112 -20.769 0.113 0.010 0.095
H 25.541 0.092 -22.492 0.589 -0.284 0.044
H 25.027 1.384 -21.552 0.232 0.193 0.480
H 27.714 3.766 -21.138 0.892 -0.297 0.118
H 27.829 2.296 -19.994 0.274 0.347 0.231
H 26.285 3.066 -20.573 0.065 -0.434 0.276
C 25.040 -2.616 -29.974 -0.335 0.894 -0.096
S 23.555 -3.042 -29.041 -0.060 0.453 -0.916
O 23.897 -4.170 -28.172 0.203 -0.625 0.926
C 23.559 -1.516 -28.113 -0.181 0.744 0.747
H 25.335 -3.453 -30.593 0.014 -0.093 -0.073
H 25.856 -2.245 -29.355 0.011 -0.373 0.257
H 24.716 -1.759 -30.576 0.145 -0.252 -0.316
H 23.477 -0.665 -28.791 0.187 -0.137 -0.170
H 24.443 -1.421 -27.479 0.132 -0.172 -0.198
H 22.688 -1.420 -27.465 -0.087 -0.451 -0.101
C 26.728 8.163 -27.525 0.063 0.327 0.094
S 27.556 7.399 -26.142 0.097 -0.800 0.064
O 26.569 6.320 -25.674 -0.036 -0.529 1.095
C 28.746 6.474 -27.135 -0.794 -0.038 -0.354
H 27.428 8.844 -28.015 0.069 -0.248 -0.071
H 25.913 8.809 -27.211 0.064 -0.217 0.167
H 26.371 7.360 -28.161 0.064 0.083 -0.280
H 29.573 6.100 -26.547 0.380 0.482 -0.022
H 28.926 7.147 -27.971 0.956 -0.122 0.131
H 28.252 5.598 -27.564 -0.371 0.116 0.173
C 23.585 5.161 -20.166 0.077 -0.142 0.811
S 23.538 3.855 -21.375 -0.440 0.399 -0.717
O 24.725 3.987 -22.319 -0.044 0.112 0.917
C 22.134 4.483 -22.279 -0.958 -0.642 0.428
H 24.386 4.944 -19.458 0.177 0.139 -0.200
H 22.668 5.084 -19.574 -0.078 -0.073 -0.233
H 23.656 6.164 -20.576 0.146 -0.062 -0.264
H 22.178 5.561 -22.374 0.152 0.075 -0.320
H 21.234 4.203 -21.714 0.235 0.190 0.250
H 22.002 3.944 -23.212 0.463 0.171 -0.257
C 25.745 2.338 -31.511 -1.398 0.579 -0.124
O 26.927 2.389 -31.662 1.871 -0.421 -0.031
N 24.979 3.447 -31.358 -0.005 -1.428 0.864
C 25.580 4.732 -31.244 -1.192 2.009 -0.841
C 23.558 3.311 -31.091 -0.760 0.997 -0.081
H 25.143 1.423 -31.549 0.012 -0.299 0.027
H 26.507 4.958 -31.757 0.271 -1.022 -0.155
H 25.665 5.157 -30.244 -0.070 -0.383 0.219
H 24.845 5.343 -31.792 0.290 0.549 0.370
H 23.136 2.417 -31.540 0.205 -0.087 -0.126
H 23.212 3.346 -30.048 0.714 -0.255 0.082
H 23.053 4.185 -31.525 0.052 -0.294 -0.269
C 31.207 2.061 -30.271 -1.283 0.450 0.115
O 31.930 1.117 -30.418 0.686 -0.617 -0.123
N 30.040 2.041 -29.553 0.334 0.232 -0.006
C 29.205 3.216 -29.410 -0.168 0.236 0.099
C 29.485 0.789 -29.062 0.413 -0.299 -0.668
H 31.358 3.038 -30.763 0.225 0.069 0.167
H 29.105 3.515 -28.356 -0.031 -0.320 -0.023
H 28.209 3.042 -29.832 0.168 0.014 0.080
H 29.615 4.104 -29.897 0.279 -0.333 -0.296
H 28.746 0.416 -29.783 -0.456 0.313 0.514
H 30.217 -0.018 -29.057 0.441 0.405 0.084
H 29.137 0.924 -28.043 -0.442 -0.076 -0.001
O 31.075 2.289 -21.808 0.361 0.111 -0.128
C 31.408 1.191 -22.192 -0.978 -0.392 1.036
O 31.002 0.678 -23.353 0.219 0.109 -0.559
C 30.374 1.588 -24.276 0.358 0.598 0.031
C 31.386 2.525 -24.945 -0.842 -0.007 -0.158
C 32.123 0.155 -21.355 0.077 0.079 0.050
H 29.660 2.235 -23.754 -0.083 -0.431 0.041
H 29.860 0.949 -24.981 -0.037 -0.106 -0.117
H 30.924 2.914 -25.861 0.127 -0.147 -0.016
H 32.308 2.019 -25.213 0.100 0.031 0.058
H 31.542 3.392 -24.306 0.440 -0.132 0.106
H 33.104 -0.052 -21.784 -0.046 -0.068 0.071
H 31.557 -0.775 -21.306 -0.014 0.006 -0.415
H 32.220 0.483 -20.325 0.181 0.363 -0.074
O 22.548 -3.437 -21.058 2.039 -3.990 6.682
C 22.362 -2.834 -21.998 -0.882 4.503 -4.085
O 21.563 -3.250 -22.943 -0.540 -0.190 -1.877
C 20.954 -4.497 -22.665 -0.989 -1.121 0.672
C 20.265 -4.944 -23.903 -0.544 0.738 -1.150
C 22.760 -1.380 -22.168 -0.323 -1.040 0.781
H 20.224 -4.359 -21.862 0.066 0.141 0.061
H 21.629 -5.260 -22.282 0.501 0.301 -0.191
H 19.850 -5.946 -23.884 0.158 -0.117 0.262
H 20.940 -4.838 -24.751 0.134 -0.327 -0.077
H 19.446 -4.250 -24.123 -0.038 -0.160 0.028
H 22.952 -1.172 -23.209 -0.008 0.632 -0.074
H 23.567 -1.216 -21.459 0.367 0.158 -0.383
H 21.890 -0.901 -21.704 0.067 0.505 -0.680
O 20.710 -1.077 -29.292 4.003 -6.718 -0.643
C 20.094 -0.127 -29.222 -2.168 5.726 0.781
O 18.851 -0.004 -29.629 -1.795 0.266 -0.708
C 18.273 -1.149 -30.313 0.692 -0.185 -0.451
C 18.768 -1.231 -31.754 -0.286 0.431 -0.238
C 20.658 1.123 -28.618 -0.750 0.669 0.783
H 17.208 -0.950 -30.355 -0.071 -0.099 0.420
H 18.530 -2.053 -29.763 -0.268 0.037 0.116
H 18.239 -1.988 -32.336 -0.228 -0.038 0.274
H 19.823 -1.459 -31.887 0.097 0.207 0.350
H 18.517 -0.263 -32.204 0.305 -0.153 -0.191
H 20.394 1.123 -27.551 0.156 -0.109 -0.109
H 20.204 2.038 -28.995 0.146 -0.034 -0.275
H 21.736 1.122 -28.683 0.130 0.061 -0.122
```
Forces are in eV/Å.

- E_tot: -167803.6144 eV
- E_HOMO: -9.8 eV
- Net charge: +1


# 2
This record from the OMol25 dataset describes 4 unconnected molecules or ions with the total composition C30H68NO9PSi6. The level of theory is ωB97M-V/def2-TZVPD.

XYZ file:
```
115
Properties=species:S:1:pos:R:3:forces:R:3
C -0.916 0.390 8.286 0.012 -0.130 -0.412
C -0.772 -0.214 6.880 -0.288 0.059 0.519
C -2.057 -0.052 6.080 0.059 0.017 -0.178
C -2.056 -0.799 4.744 -0.108 0.003 0.280
O -0.742 -1.074 4.236 0.046 -0.034 -0.384
C -0.268 -0.265 3.272 -0.201 -0.163 0.325
C -0.363 1.122 3.330 -0.150 0.275 -0.119
C 0.158 1.917 2.319 0.069 -0.219 0.163
C 0.805 1.359 1.217 0.083 0.135 -0.293
P 1.419 2.498 -0.034 -0.311 0.413 -0.184
O 1.621 3.828 0.530 0.108 0.166 0.299
O 2.681 1.887 -0.744 0.045 0.175 -0.177
O 0.311 2.445 -1.201 0.160 -0.305 0.135
C 0.910 -0.021 1.180 -0.181 -0.104 0.001
C 0.390 -0.821 2.182 0.129 -0.041 -0.007
C 0.658 -2.244 1.846 0.039 -0.126 -0.107
O 0.179 -3.230 2.318 0.221 -0.143 0.285
N 1.541 -2.258 0.700 -0.273 0.896 0.162
C 1.487 -0.933 0.146 -0.023 -0.227 0.101
O 1.766 -0.674 -0.989 0.370 0.011 -0.007
H -1.364 -0.331 8.966 -0.058 0.018 0.113
H -1.558 1.269 8.257 0.043 0.130 0.080
H 0.057 0.680 8.673 0.021 0.012 0.174
H -0.565 -1.279 6.981 0.283 -0.044 -0.141
H 0.066 0.260 6.373 0.054 -0.090 -0.189
H -2.882 -0.450 6.672 -0.119 0.058 0.027
H -2.268 1.009 5.930 0.041 0.068 0.006
H -2.627 -0.269 3.983 -0.038 0.052 -0.042
H -2.512 -1.778 4.874 0.085 -0.117 -0.036
H -0.845 1.596 4.173 -0.020 -0.050 0.078
H 0.093 2.993 2.397 0.034 0.076 -0.016
H 2.433 1.363 -1.519 0.106 -0.286 0.103
H -0.557 2.286 -0.814 -0.190 0.045 -0.206
H 2.500 -2.486 0.947 -0.065 -0.594 -0.299
O -2.420 -0.243 -4.774 -0.043 -0.004 0.055
Si -2.625 -0.024 -6.393 -0.025 0.048 -0.267
C -2.817 -1.676 -7.246 0.022 0.018 0.101
C -1.149 0.869 -7.113 -0.010 -0.034 0.094
C -4.159 0.996 -6.674 0.014 -0.020 0.114
Si -1.397 -0.963 -3.706 0.221 -0.109 0.110
C -2.012 -0.641 -1.971 -0.077 0.050 -0.040
C 0.323 -0.262 -3.866 -0.106 0.049 -0.127
C -1.345 -2.808 -3.999 -0.070 0.066 -0.025
H -1.901 -2.267 -7.182 -0.004 -0.014 -0.014
H -3.049 -1.531 -8.304 0.000 -0.013 -0.009
H -3.625 -2.259 -6.799 -0.006 -0.007 -0.018
H -0.958 1.805 -6.582 0.004 0.009 -0.014
H -1.325 1.107 -8.164 0.010 0.003 -0.010
H -0.245 0.260 -7.053 0.012 0.011 -0.010
H -4.077 1.976 -6.200 -0.003 0.002 -0.006
H -5.045 0.500 -6.274 -0.004 0.003 -0.003
H -4.310 1.149 -7.745 -0.019 0.015 -0.006
H -2.042 0.430 -1.757 -0.015 0.002 -0.008
H -1.340 -1.117 -1.252 -0.001 -0.002 0.012
H -3.015 -1.044 -1.818 0.002 0.010 0.020
H 0.775 -0.510 -4.829 -0.004 0.000 0.000
H 0.950 -0.675 -3.076 0.040 0.022 -0.058
H 0.307 0.827 -3.768 0.034 -0.013 0.031
H -0.899 -3.043 -4.968 0.005 -0.016 0.003
H -2.348 -3.240 -3.977 0.009 -0.019 0.006
H -0.747 -3.297 -3.227 0.007 -0.012 -0.004
O 1.700 -8.855 1.833 0.027 0.004 -0.032
Si 1.286 -7.278 1.593 -0.147 0.289 -0.015
C 2.762 -6.169 1.900 0.051 -0.106 0.018
C -0.093 -6.792 2.754 0.026 -0.099 0.003
C 0.718 -7.056 -0.166 0.046 -0.119 0.003
Si 2.266 -9.859 3.007 0.081 -0.152 0.185
C 2.427 -11.578 2.307 -0.041 0.074 -0.082
C 1.081 -9.890 4.454 -0.001 0.056 -0.077
C 3.940 -9.276 3.601 -0.061 0.043 -0.063
H 3.069 -6.193 2.948 0.007 0.025 -0.002
H 2.502 -5.139 1.645 -0.024 0.003 0.008
H 3.617 -6.471 1.291 0.003 0.022 -0.003
H -0.944 -7.471 2.657 -0.005 0.007 0.003
H -0.432 -5.779 2.529 0.014 0.015 0.013
H 0.235 -6.811 3.796 -0.014 0.009 0.007
H -0.156 -7.674 -0.384 -0.002 0.008 -0.005
H 1.503 -7.320 -0.877 -0.005 0.003 -0.006
H 0.446 -6.011 -0.332 -0.009 0.007 -0.012
H 1.463 -11.957 1.960 0.001 -0.008 0.002
H 2.802 -12.257 3.075 0.003 -0.023 -0.009
H 3.121 -11.601 1.465 0.003 -0.008 0.003
H 1.037 -8.921 4.953 -0.010 -0.005 0.015
H 1.399 -10.633 5.189 -0.006 0.000 0.013
H 0.071 -10.147 4.128 -0.003 -0.011 0.015
H 3.871 -8.309 4.103 0.018 0.000 0.009
H 4.639 -9.173 2.768 0.015 -0.007 0.011
H 4.361 -9.992 4.310 0.013 0.005 0.008
O -0.098 8.759 -2.172 -0.052 -0.016 -0.037
Si 0.038 7.214 -1.610 0.115 -0.314 0.164
C -0.993 7.006 -0.061 -0.031 0.101 -0.064
C 1.815 6.815 -1.215 -0.025 0.143 -0.103
C -0.581 6.028 -2.908 -0.057 0.140 -0.064
Si 0.196 10.309 -1.713 0.054 0.222 0.073
C -0.307 11.455 -3.095 -0.020 -0.109 -0.030
C 2.015 10.544 -1.350 -0.047 -0.073 -0.017
C -0.792 10.726 -0.180 0.009 -0.079 -0.045
H -0.605 7.613 0.760 -0.003 -0.017 0.019
H -0.974 5.961 0.256 0.020 -0.004 0.016
H -2.032 7.298 -0.233 -0.005 -0.021 0.014
H 2.457 7.000 -2.080 0.010 -0.004 0.011
H 1.907 5.766 -0.930 0.012 -0.004 0.057
H 2.185 7.420 -0.385 0.022 -0.019 0.005
H 0.006 6.102 -3.826 0.001 -0.015 -0.002
H -1.627 6.216 -3.160 0.002 -0.011 -0.003
H -0.496 5.005 -2.533 0.015 -0.016 -0.011
H 0.259 11.249 -4.005 0.001 0.008 -0.003
H -0.119 12.491 -2.805 -0.007 0.016 -0.018
H -1.369 11.355 -3.328 -0.001 0.008 -0.001
H 2.325 9.961 -0.480 0.018 0.006 0.001
H 2.230 11.595 -1.146 0.013 0.003 0.006
H 2.627 10.230 -2.198 0.012 0.013 0.002
H -0.461 10.139 0.679 -0.009 0.010 0.014
H -1.855 10.530 -0.332 -0.004 0.014 0.010
H -0.675 11.783 0.071 -0.005 0.005 0.014
```
Forces are in eV/Å.

- E_tot: -108702.4772 eV
- E_HOMO: -9.7 eV
- Net charge: 0
- Structure (SMILES): CCCCOc1ccc(P(=O)(O)O)c2c1C(=O)NC2=O.C[Si](C)(C)O[Si](C)(C)C.C[Si](C)(C)O[Si](C)(C)C.C[Si](C)(C)O[Si](C)(C)C


So what do the calculations give for max |F|? Going down the list: 8.04 0.95 eV/Å.
So what do the calculations give for LUMO? Going down the list: -0.188 -0.035 Ha.